{"formula": "C4H9NOS", "method": "ωB97M-V/def2-TZVPD", "e_lumo_ev": 0.86, "smiles": "N[C@@H](C=O)CCS", "homo_lumo_gap_ev": 9.876, "molar_mass_g_mol": 119.19, "e_homo_ev": -9.0, "elements": ["N", "C", "C", "O", "C", "C", "S", "H", "H", "H", "H", "H", "H", "H", "H", "H"], "positions_angstrom": [[1.113, 1.760, -0.520], [0.232, 0.775, 0.073], [-1.191, 0.995, -0.424], [-2.144, 1.233, 0.267], [0.711, -0.619, -0.274], [0.112, -1.835, 0.469], [-0.871, -1.487, 1.978], [1.174, 1.729, -1.527], [0.963, 2.706, -0.206], [0.170, 0.846, 1.157], [-1.304, 0.860, -1.521], [0.589, -0.744, -1.357], [1.797, -0.641, -0.127], [0.939, -2.429, 0.841], [-0.497, -2.429, -0.203], [-1.793, -0.722, 1.374]], "forces_ev_per_angstrom": [[0.4524, 0.0684, 0.3415], [-0.7121, 0.0117, 0.1514], [0.1745, -0.5922, -0.0382], [-0.0805, 0.2376, -0.0418], [0.5645, -0.3075, -0.3738], [-0.2841, 0.5996, 0.1409], [0.1403, -0.0620, -0.2440], [-0.1366, -0.0811, -0.0564], [-0.1682, -0.0072, -0.0109], [0.3685, 0.4301, 0.0564], [-0.0212, 0.2250, -0.1607], [-0.1007, -0.1884, 0.0082], [-0.1258, 0.2569, 0.0815], [-0.0593, -0.3077, -0.0634], [0.0037, -0.1843, 0.0120], [-0.0155, -0.0990, 0.1971]], "mulliken_charge": [-0.652, 0.230, -0.171, -0.463, -0.721, -0.609, -0.234, 0.223, 0.254, 0.416, 0.284, 0.350, 0.314, 0.347, 0.310, 0.123]}